This record from OMol25 describes 2 unconnected molecules or ions with the total composition C12H23N2O5S in a non-equilibrium geometry. The level of theory is ωB97M-V/def2-TZVPD.

For the LUMO energy, the calculation gives -0.18672 Ha. As for the total charge: +1. Its HOMO-LUMO gap is 5.9 eV. For the HOMO energy, the calculation gives -10.9 eV. The value obtained for the total energy is -36860.60689 eV.

Bonds (Å) are listed after each position.
Positions of all 43 atoms, in Å:
1 S -0.16358 -4.61857 3.81432  O4 1.432, O5 1.427, C15 1.804, C19 1.825
2 O -0.22475 1.31344 -4.31155  C10 1.419, C11 1.413
3 O -1.47268 4.23200 -1.06121  C14 1.420, C18 1.417
4 O 0.24659 -4.43107 5.17368  S1 1.432
5 O 0.08601 -5.92600 3.29878  S1 1.427
6 O 2.82716 -0.94931 0.31897  C9 1.339, H27 0.969
7 N 1.76811 -2.74505 3.24930  C13 1.337, C19 1.325, H38 1.023
8 N -0.22313 1.52102 -1.18924  C17 1.462, C20 1.461, H23 1.012
9 C 2.16912 -1.79827 1.11896  O6 1.339, C13 1.378, C16 1.403
10 C -0.92367 2.54364 -4.19947  O2 1.419, H25 1.090, H32 1.093, H33 1.092
11 C 0.89910 1.17872 -3.46598  O2 1.413, C17 1.528, H36 1.094, H40 1.096
12 C 0.48261 -3.46568 1.41082  C16 1.386, C19 1.373, H31 1.087
13 C 2.45219 -1.90774 2.46274  N7 1.337, C9 1.378, H39 1.089
14 C -0.51411 3.72853 -0.14186  O3 1.420, C20 1.518, H24 1.095, H35 1.094
15 C -1.88197 -4.13738 3.54750  S1 1.804, H28 1.099, H37 1.094, H42 1.094
16 C 1.16961 -2.61090 0.56293  C9 1.403, C12 1.386, H34 1.088
17 C 0.56646 0.65882 -2.06779  N8 1.462, C11 1.528, H29 1.095, H30 1.095
18 C -2.78994 3.76282 -0.83311  O3 1.417, H22 1.094, H26 1.089, H43 1.095
19 C 0.80660 -3.50388 2.74408  S1 1.825, N7 1.325, C12 1.373
20 C 0.44172 2.77168 -0.83149  N8 1.461, C14 1.518, H21 1.096, H41 1.095
21 H 0.83675 3.28340 -1.71676  C20 1.096
22 H -3.09472 3.93062 0.20384  C18 1.094
23 H -1.09410 1.73621 -1.65739  N8 1.012
24 H -0.98870 3.26076 0.72648  C14 1.095
25 H -1.37951 2.75648 -5.16608  C10 1.090
26 H -3.45921 4.32331 -1.48354  C18 1.089
27 H 3.39874 -0.39795 0.87423  O6 0.969
28 H -1.91125 -3.15495 3.05501  C15 1.099
29 H -0.00156 -0.26967 -2.18585  C17 1.095
30 H 1.49799 0.39700 -1.55472  C17 1.095
31 H -0.31959 -4.09561 1.03413  C12 1.087
32 H -1.73288 2.46646 -3.46836  C10 1.093
33 H -0.26218 3.37335 -3.93979  C10 1.092
34 H 0.89357 -2.57840 -0.48856  C16 1.088
35 H 0.05917 4.58743 0.21859  C14 1.094
36 H 1.53809 0.42939 -3.94274  C11 1.094
37 H -2.38187 -4.83769 2.87118  C15 1.094
38 H 1.93852 -2.83076 4.25442  N7 1.023
39 H 3.22813 -1.29643 2.92128  C13 1.089
40 H 1.48618 2.10379 -3.44410  C11 1.096
41 H 1.27721 2.55168 -0.15879  C20 1.095
42 H -2.36637 -4.05457 4.52451  C15 1.094
43 H -2.88387 2.69934 -1.07738  C18 1.095

Partial atomic charges computed with the Mulliken method, in multiples of e: atom 1 (S): 1.30, atom 2 (O): -0.43, atom 3 (O): -0.34, atom 4 (O): -0.68, atom 5 (O): -0.60, atom 6 (O): -0.41, atom 7 (N): 0.05, atom 8 (N): -0.32, atom 9 (C): 0.68, atom 10 (C): -0.53, atom 11 (C): -0.70, atom 12 (C): -0.20, atom 13 (C): -0.37, atom 14 (C): -0.81, atom 15 (C): -1.01, atom 16 (C): -0.62, atom 17 (C): -0.19, atom 18 (C): -0.71, atom 19 (C): -0.07, atom 20 (C): -0.21, atom 21 (H): 0.19, atom 22 (H): 0.34, atom 23 (H): 0.08, atom 24 (H): 0.41, atom 25 (H): 0.30, atom 26 (H): 0.24, atom 27 (H): 0.28, atom 28 (H): 0.39, atom 29 (H): 0.29, atom 30 (H): 0.13, atom 31 (H): 0.40, atom 32 (H): 0.17, atom 33 (H): 0.28, atom 34 (H): 0.46, atom 35 (H): 0.40, atom 36 (H): 0.37, atom 37 (H): 0.37, atom 38 (H): 0.30, atom 39 (H): 0.33, atom 40 (H): 0.39, atom 41 (H): 0.34, atom 42 (H): 0.39, atom 43 (H): 0.29

***

This record from OMol25 describes C12H23N3O2 in the gas phase in a non-equilibrium geometry. The level of theory is ωB97M-V/def2-TZVPD.

For the LUMO energy, the calculation gives 0.02914 Ha. As for the SMILES: CCN1CCCCC(=N/O)/C(=N/O)CCCC1. For the relative energy (zero: lowest compared OMol25 entry of this formula, charge and spin), the calculation gives 442.4 kJ/mol. As for the total charge: 0. Its HOMO-LUMO gap is 9.1 eV. For the HOMO energy, the calculation gives -8.3 eV. The value obtained for the total energy is -21379.19583 eV.

Bonds (Å) are listed after each position.
Positions of all 40 atoms, in Å:
1 O 3.37242 -1.86943 -1.89423  N5 1.393, H31 0.967
2 O 2.96801 0.95469 2.08665  N3 1.394, H22 0.967
3 N 2.33451 1.60363 1.02791  O2 1.394, C15 1.270
4 N -1.85929 -0.20398 0.08640  C6 1.453, C9 1.453, C11 1.455
5 N 2.94056 -0.59327 -1.53867  O1 1.393, C12 1.273
6 C -1.10484 0.98626 0.44182  N4 1.453, C13 1.533, H21 1.103, H29 1.085
7 C 1.51580 1.76175 -1.17872  C14 1.534, C15 1.508, H19 1.089, H38 1.093
8 C -4.03732 -0.90890 -0.83699  C9 1.526, H20 1.087, H27 1.086, H32 1.087
9 C -3.29602 0.01104 0.12846  N4 1.453, C8 1.526, H25 1.092, H26 1.105
10 C -0.03968 -1.84063 0.36982  C11 1.537, C16 1.533, H33 1.091, H35 1.091
11 C -1.43251 -1.37968 0.82940  N4 1.455, C10 1.537, H28 1.105, H40 1.090
12 C 2.52556 -0.42735 -0.34658  N5 1.273, C15 1.481, C17 1.502
13 C -0.99497 1.96025 -0.73687  C6 1.533, C14 1.530, H30 1.092, H39 1.092
14 C 0.35425 2.68068 -0.77800  C7 1.534, C13 1.530, H23 1.090, H36 1.092
15 C 2.12678 0.96817 -0.05152  N3 1.270, C7 1.508, C12 1.481
16 C 1.08085 -1.56330 1.37826  C10 1.533, C17 1.530, H18 1.091, H34 1.092
17 C 2.44975 -1.50492 0.69642  C12 1.502, C16 1.530, H24 1.092, H37 1.093
18 H 0.90396 -0.62361 1.90279  C16 1.091
19 H 1.19393 1.07018 -1.95611  C7 1.089
20 H -3.96762 -1.94947 -0.53185  C8 1.087
21 H -1.53038 1.49450 1.32396  C6 1.103
22 H 3.05039 1.64307 2.76123  O2 0.967
23 H 0.57064 3.12542 0.19341  C14 1.090
24 H 2.66469 -2.45795 0.20858  C17 1.092
25 H -3.48235 1.04355 -0.17317  C9 1.092
26 H -3.69669 -0.11753 1.15013  C9 1.105
27 H -3.61080 -0.81358 -1.83159  C8 1.086
28 H -1.43457 -1.19779 1.91929  C11 1.105
29 H -0.09948 0.67150 0.69961  C6 1.085
30 H -1.79159 2.70547 -0.69131  C13 1.092
31 H 3.65349 -1.76946 -2.81411  O1 0.967
32 H -5.08871 -0.63437 -0.87506  C8 1.087
33 H 0.17485 -1.32870 -0.56988  C10 1.091
34 H 1.09720 -2.35039 2.13556  C16 1.092
35 H -0.05690 -2.91020 0.15459  C10 1.091
36 H 0.28924 3.48648 -1.51178  C14 1.092
37 H 3.22202 -1.31555 1.44576  C17 1.093
38 H 2.31976 2.37284 -1.59632  C7 1.093
39 H -1.12770 1.39026 -1.65821  C13 1.092
40 H -2.15723 -2.16967 0.63089  C11 1.090

Partial atomic charges computed with the Mulliken method, in multiples of e: atom 1 (O): -0.42, atom 2 (O): -0.37, atom 3 (N): -0.48, atom 4 (N): 0.50, atom 5 (N): -0.51, atom 6 (C): 0.28, atom 7 (C): -0.65, atom 8 (C): -1.28, atom 9 (C): -0.58, atom 10 (C): -0.72, atom 11 (C): -1.00, atom 12 (C): 0.51, atom 13 (C): -0.68, atom 14 (C): -1.14, atom 15 (C): 0.46, atom 16 (C): -0.64, atom 17 (C): -0.98, atom 18 (H): 0.36, atom 19 (H): 0.37, atom 20 (H): 0.32, atom 21 (H): 0.24, atom 22 (H): 0.36, atom 23 (H): 0.38, atom 24 (H): 0.49, atom 25 (H): 0.38, atom 26 (H): 0.32, atom 27 (H): 0.30, atom 28 (H): 0.37, atom 29 (H): -0.76, atom 30 (H): 0.40, atom 31 (H): 0.36, atom 32 (H): 0.43, atom 33 (H): 0.26, atom 34 (H): 0.49, atom 35 (H): 0.66, atom 36 (H): 0.45, atom 37 (H): 0.37, atom 38 (H): 0.44, atom 39 (H): 0.36, atom 40 (H): 0.36

***

This record from OMol25 describes C12H23N3O3S in the gas phase in a non-equilibrium geometry. The level of theory is ωB97M-V/def2-TZVPD.

For the LUMO energy, the calculation gives 0.01464 Ha. As for the SMILES: CNC(=O)[C@@H](CC(C)C)NC(=O)[C@H](CS)NC(C)=O. For the relative energy (zero: lowest compared OMol25 entry of this formula, charge and spin), the calculation gives 33.2 kJ/mol. As for the total charge: 0. Its HOMO-LUMO gap is 9.7 eV. For the HOMO energy, the calculation gives -9.3 eV. The value obtained for the total energy is -34266.52733 eV.

Bonds (Å) are listed after each position.
Positions of all 42 atoms, in Å:
1 S -3.25065 -0.70526 5.17401  C11 1.824, H31 1.368
2 O 3.59436 0.71252 0.66871  C12 1.228
3 O 0.22721 1.83524 3.57230  C13 1.244
4 O -1.76123 -1.33946 0.86793  C14 1.243
5 N 2.20295 -1.02006 0.47333  C12 1.341, C16 1.442, H27 1.007
6 N -1.27071 -1.36402 3.05656  C9 1.484, C14 1.329, H33 1.010
7 N 0.14449 0.67603 1.59733  C13 1.343, C15 1.516, H37 1.031
8 C 1.04867 2.41144 -2.91204  C10 1.510, H24 1.103, H25 1.073, H38 1.108
9 C -1.41483 0.08155 3.36008  N6 1.484, C11 1.533, C13 1.533, H39 1.106
10 C 1.68711 2.22227 -1.55669  C8 1.510, C18 1.533, C19 1.530, H23 1.136
11 C -1.74678 0.27212 4.84427  S1 1.824, C9 1.533, H28 1.096, H30 1.069
12 C 2.44194 0.29174 0.61800  O2 1.228, N5 1.341, C15 1.552
13 C -0.26822 0.95777 2.84353  O3 1.244, N7 1.343, C9 1.533
14 C -1.53589 -1.97956 1.90920  O4 1.243, N6 1.329, C17 1.518
15 C 1.25255 1.27974 0.75679  N7 1.516, C12 1.552, C18 1.534, H20 1.087
16 C 3.22193 -2.03976 0.51067  N5 1.442, H21 1.092, H35 1.091, H36 1.086
17 C -1.51283 -3.49633 1.95765  C14 1.518, H26 1.067, H34 1.074, H40 1.093
18 C 0.64137 1.62944 -0.60569  C10 1.533, C15 1.534, H22 1.109, H29 1.099
19 C 2.13097 3.57478 -0.99624  C10 1.530, H32 1.075, H41 1.095, H42 1.088
20 H 1.64505 2.16412 1.25271  C15 1.087
21 H 3.86657 -1.86573 -0.35300  C16 1.092
22 H 0.26582 0.72103 -1.11992  C18 1.109
23 H 2.60813 1.55987 -1.61272  C10 1.136
24 H 1.83203 2.76771 -3.60236  C8 1.103
25 H 0.28762 3.16016 -2.80001  C8 1.073
26 H -0.55125 -3.83914 2.26667  C17 1.067
27 H 1.24319 -1.32384 0.47129  N5 1.007
28 H -1.82458 1.34034 5.07772  C11 1.096
29 H -0.20407 2.30783 -0.42242  C18 1.099
30 H -0.92389 -0.07135 5.43436  C11 1.069
31 H -4.19564 0.01624 4.49678  S1 1.368
32 H 2.68949 3.39178 -0.09599  C19 1.075
33 H -1.26215 -1.95972 3.87257  N6 1.010
34 H -1.78063 -3.84258 0.97649  C17 1.074
35 H 3.86283 -1.89206 1.38088  C16 1.091
36 H 2.83869 -3.05422 0.45227  C16 1.086
37 H -0.37847 -0.09329 1.15381  N7 1.031
38 H 0.62701 1.47393 -3.32450  C8 1.108
39 H -2.29122 0.43277 2.78411  C9 1.106
40 H -2.23533 -3.90203 2.67075  C17 1.093
41 H 2.85796 3.97202 -1.71230  C19 1.095
42 H 1.25911 4.21156 -0.85811  C19 1.088

Partial atomic charges computed with the Mulliken method, in multiples of e: atom 1 (S): -0.24, atom 2 (O): -0.68, atom 3 (O): -0.75, atom 4 (O): -0.72, atom 5 (N): 0.01, atom 6 (N): -0.17, atom 7 (N): 0.10, atom 8 (C): -1.54, atom 9 (C): 0.27, atom 10 (C): 0.75, atom 11 (C): -1.00, atom 12 (C): -0.12, atom 13 (C): 0.39, atom 14 (C): 0.83, atom 15 (C): 0.01, atom 16 (C): -0.98, atom 17 (C): -1.45, atom 18 (C): -0.94, atom 19 (C): -1.51, atom 20 (H): 0.43, atom 21 (H): 0.30, atom 22 (H): 0.30, atom 23 (H): 0.27, atom 24 (H): 0.41, atom 25 (H): 0.34, atom 26 (H): 0.36, atom 27 (H): 0.14, atom 28 (H): 0.45, atom 29 (H): 0.44, atom 30 (H): 0.47, atom 31 (H): 0.15, atom 32 (H): 0.38, atom 33 (H): 0.36, atom 34 (H): 0.37, atom 35 (H): 0.31, atom 36 (H): 0.35, atom 37 (H): 0.20, atom 38 (H): 0.38, atom 39 (H): 0.16, atom 40 (H): 0.39, atom 41 (H): 0.44, atom 42 (H): 0.30

***

This record from OMol25 describes 2 unconnected molecules or ions with the total composition C12H23N4O4 in a non-equilibrium geometry. The level of theory is ωB97M-V/def2-TZVPD.

For the LUMO energy, the calculation gives 0.10836 Ha. As for the total charge: -1. Its HOMO-LUMO gap is 7.9 eV. For the HOMO energy, the calculation gives -5.0 eV. The value obtained for the total energy is -26970.37344 eV.

Bonds (Å) are listed after each position.
Positions of all 43 atoms, in Å:
1 O -3.57594 1.72678 -2.84335  C10 1.223
2 O 1.84416 0.59203 -1.12658  C15 1.254
3 O 3.12018 0.72429 0.67986  C15 1.248
4 O -0.29802 4.56111 -0.22162  C12 1.229
5 N -0.75592 -3.28428 2.80227  C9 1.480, C20 1.477, H43 1.019
6 N 0.91575 -3.85641 0.53851  C18 1.476, C19 1.478, H33 1.021
7 N -2.34264 2.14446 -1.06885  C10 1.332, C11 1.477, H27 1.006
8 N 0.84053 3.13238 -1.51478  C12 1.337, C17 1.460, H36 1.022
9 C -0.15966 -2.18280 2.01460  N5 1.480, C19 1.541, H21 1.095, H32 1.092
10 C -2.45928 1.80857 -2.35230  O1 1.223, N7 1.332, C13 1.514
11 C -1.14800 2.33262 -0.22076  N7 1.477, C12 1.545, C16 1.541, H30 1.090
12 C -0.15552 3.42658 -0.67272  O4 1.229, N8 1.337, C11 1.545
13 C -1.25224 1.52389 -3.21993  C10 1.514, H22 1.087, H23 1.087, H40 1.088
14 C 0.78621 1.07592 0.98040  C15 1.540, C16 1.543, H25 1.089, H38 1.092
15 C 2.01401 0.77030 0.10301  O2 1.254, O3 1.248, C14 1.540
16 C -0.56818 0.98339 0.24696  C11 1.541, C14 1.543, H34 1.088, H41 1.090
17 C 1.85143 4.08207 -1.96913  N8 1.460, H28 1.091, H29 1.091, H37 1.090
18 C 0.27973 -4.95775 1.28765  N6 1.476, C20 1.539, H24 1.095, H42 1.094
19 C 0.12438 -2.60888 0.56076  N6 1.478, C9 1.541, H31 1.095, H35 1.095
20 C 0.01185 -4.54466 2.74567  N5 1.477, C18 1.539, H26 1.094, H39 1.095
21 H 0.78072 -1.86668 2.47837  C9 1.095
22 H -0.80834 2.46634 -3.53060  C13 1.087
23 H -0.52050 0.92497 -2.68290  C13 1.087
24 H -0.67015 -5.22218 0.81097  C18 1.095
25 H 0.77518 0.36638 1.80668  C14 1.089
26 H -0.54042 -5.34026 3.25544  C20 1.094
27 H -3.22952 2.31397 -0.62612  N7 1.006
28 H 1.38658 5.04224 -2.19718  C17 1.091
29 H 2.59531 4.21944 -1.18227  C17 1.091
30 H -1.53565 2.76638 0.70126  C11 1.090
31 H 0.66902 -1.81650 0.03743  C19 1.095
32 H -0.84269 -1.33070 2.02022  C9 1.092
33 H 1.85866 -3.67382 0.88386  N6 1.021
34 H -0.51899 0.26937 -0.57206  C16 1.088
35 H -0.82498 -2.76273 0.03741  C19 1.095
36 H 1.01686 2.14518 -1.71016  N8 1.022
37 H 2.34558 3.69141 -2.85924  C17 1.090
38 H 0.88762 2.06414 1.43402  C14 1.092
39 H 0.96907 -4.41622 3.26170  C20 1.095
40 H -1.57846 0.97090 -4.09827  C13 1.088
41 H -1.29523 0.57522 0.94925  C16 1.090
42 H 0.92275 -5.84301 1.26640  C18 1.094
43 H -0.91527 -2.99344 3.76614  N5 1.019

Partial atomic charges computed with the Mulliken method, in multiples of e: atom 1 (O): -0.71, atom 2 (O): -0.76, atom 3 (O): -0.83, atom 4 (O): -0.74, atom 5 (N): -0.43, atom 6 (N): -0.38, atom 7 (N): -0.08, atom 8 (N): 0.01, atom 9 (C): -0.37, atom 10 (C): 0.63, atom 11 (C): -0.07, atom 12 (C): 0.26, atom 13 (C): -0.87, atom 14 (C): -0.99, atom 15 (C): 0.59, atom 16 (C): -0.03, atom 17 (C): -1.12, atom 18 (C): -0.64, atom 19 (C): -0.53, atom 20 (C): -0.52, atom 21 (H): 0.28, atom 22 (H): 0.21, atom 23 (H): 0.26, atom 24 (H): 0.30, atom 25 (H): 0.42, atom 26 (H): 0.39, atom 27 (H): 0.24, atom 28 (H): 0.34, atom 29 (H): 0.31, atom 30 (H): 0.23, atom 31 (H): 0.26, atom 32 (H): 0.16, atom 33 (H): 0.29, atom 34 (H): 0.18, atom 35 (H): 0.21, atom 36 (H): 0.27, atom 37 (H): 0.36, atom 38 (H): 0.48, atom 39 (H): 0.33, atom 40 (H): 0.34, atom 41 (H): 0.10, atom 42 (H): 0.36, atom 43 (H): 0.23

***

> Which of these has the lowest total charge?

C12H23N4O4